Entry 1:
Entry from the Open Molecules 2025 dataset: a structure of composition C15H16N2O11P2W in a non-equilibrium geometry (ωB97M-V/def2-TZVPD).

Geometry as XYZ:
```
47
Properties=species:S:1:pos:R:3:forces:R:3
W 1.39417 0.52422 0.44816 -0.003 0.008 0.438
C 1.16217 -0.65978 2.41535 0.045 -0.183 -0.067
C 0.74910 0.30226 3.45989 -0.036 0.087 -0.032
C 1.58845 1.34755 3.39634 -0.092 0.145 -0.180
C 2.54754 1.08121 2.30281 0.139 0.012 -0.054
C 2.50119 -0.33596 2.02992 0.086 0.095 -0.311
H 0.75444 -1.65443 2.29687 0.021 0.023 0.116
H -0.14200 0.21728 4.06280 0.008 -0.011 0.037
H 1.51019 2.28642 3.92190 -0.006 -0.020 0.048
H 3.40516 1.70045 2.07399 0.008 -0.016 0.108
H 3.27394 -0.98464 1.64470 0.005 0.012 0.134
O 3.13061 -0.76398 -2.60480 0.003 -0.099 -0.098
P 3.17352 0.70419 -1.93507 -0.419 0.179 -0.005
O 4.02832 1.60973 -2.68692 0.147 -0.071 0.021
O 3.28878 0.51766 -0.41901 -0.097 -0.116 -0.023
O 1.54087 1.05822 -2.03215 0.042 -0.017 -0.405
P 1.06979 2.60893 -1.63889 0.048 -0.014 0.301
O -0.52504 2.38632 -1.64292 0.055 0.029 -0.096
O 1.46499 3.65958 -2.56439 0.030 -0.016 -0.017
O 1.53498 2.55632 -0.17897 -0.158 -0.120 0.147
H 3.67463 -0.72326 -3.40365 -0.010 -0.004 0.028
H -0.89514 2.94638 -2.33778 -0.032 -0.027 0.038
N 0.40900 -2.39452 -2.38086 1.666 -0.640 -1.412
C 1.10588 -3.34604 -1.48260 0.055 -0.033 0.150
C 1.54225 -2.60675 -0.21421 -0.274 0.169 0.058
O 1.84643 -3.21405 0.78160 0.109 -0.054 -0.057
O 1.46713 -1.32540 -0.40035 -0.010 -0.207 0.030
H 0.12337 -2.84294 -3.24650 0.123 -0.072 -0.112
H 1.05706 -1.63129 -2.60028 0.040 0.013 0.005
H -0.45318 -1.97818 -1.94931 -0.389 0.192 0.695
H 1.98864 -3.75320 -1.97597 -0.065 0.032 -0.041
H 0.43762 -4.16300 -1.22043 -0.015 0.045 0.017
O -1.62693 -1.61331 -1.30497 -1.116 0.970 1.156
C -1.71278 -0.69712 -0.46318 -0.121 -0.345 -0.489
N -0.71400 -0.00148 0.10704 0.323 0.013 -0.083
C -1.21849 0.99323 0.89414 0.417 0.030 -0.079
O -0.36745 1.70681 1.42330 -0.486 -0.049 0.003
C -2.69584 0.93013 0.90404 -0.087 0.004 -0.009
C -3.67381 1.66410 1.53572 -0.029 -0.049 -0.040
C -4.99772 1.29452 1.29075 -0.008 -0.004 -0.007
C -5.30803 0.23624 0.44609 0.010 0.008 0.000
C -4.30794 -0.50042 -0.19341 0.010 0.075 0.064
C -3.00669 -0.13360 0.05640 0.012 0.045 0.038
H -3.43486 2.49025 2.19080 0.044 0.002 -0.004
H -5.79920 1.84439 1.76584 0.000 -0.006 0.001
H -6.34618 -0.01972 0.28148 -0.003 -0.002 -0.003
H -4.54496 -1.32328 -0.85331 0.012 -0.012 -0.011
```
Positions in Å, forces in eV/Å.

Properties
Gap between HOMO and LUMO, eV: 6.243
Calculated total energy, hartree: -2268.495501
Relative energy (zero: lowest compared OMol25 entry of this formula, charge and spin), kJ/mol: 221.1
F_max, eV/A: 2.28

Here are the Löwdin charges for atoms 1 to 2, given in e: 1.7650, -0.2011

Entry 2:
Entry from the Open Molecules 2025 dataset: a structure of composition C15H16N4O7Pd in a non-equilibrium geometry (ωB97M-V/def2-TZVPD).

Geometry as XYZ:
```
43
Properties=species:S:1:pos:R:3:forces:R:3
Pd 0.99430 -0.25194 1.64461 0.817 0.071 0.637
N 1.96790 -0.32064 3.82371 -0.065 0.399 -0.652
N 3.31860 -0.67704 3.59181 0.147 -0.088 0.327
C 3.90620 -0.57354 2.28721 0.322 -0.112 1.066
O 5.11890 -0.60924 2.25251 0.308 0.017 0.040
O 3.12450 -0.51074 1.29631 -1.638 0.241 -0.846
H 1.85420 0.68846 3.99901 0.046 -0.515 0.075
H 1.60430 -0.85814 4.60961 0.058 0.162 -0.341
H 3.97590 -0.40724 4.31871 -0.213 -0.004 -0.237
O -1.15520 -1.28204 -4.91329 0.313 0.267 -0.064
C -1.89400 -2.20954 -4.17689 -0.750 -0.565 -0.061
N -1.21320 -2.34604 -2.91369 0.170 0.291 -0.279
C -1.54320 -3.32544 -2.05319 0.214 0.303 0.033
O -2.43460 -4.12274 -2.27539 -0.126 -0.177 -0.047
C -0.75380 -3.37534 -0.78059 0.061 -0.135 0.364
C -0.74600 -4.57794 -0.07589 0.048 0.294 -0.030
C -0.05290 -4.65774 1.11771 0.052 0.153 -0.061
C 0.58220 -3.51824 1.59121 0.022 -0.148 0.133
N 0.52520 -2.35394 0.95131 0.054 0.631 0.023
C -0.10900 -2.27814 -0.21889 -0.253 -0.275 -0.345
H -1.57700 -1.12624 -5.76259 -0.034 -0.041 0.047
H -1.93760 -3.19744 -4.66769 -0.002 0.264 0.122
H -2.93020 -1.86854 -4.00149 0.259 -0.077 -0.075
H -0.42600 -1.72944 -2.78559 -0.013 -0.087 0.136
H -1.29630 -5.41504 -0.47849 -0.013 -0.073 -0.039
H -0.01930 -5.57854 1.68031 0.071 -0.005 0.040
H 1.15180 -3.53024 2.51281 -0.056 0.025 0.005
H -0.11870 -1.29434 -0.68539 -0.081 -0.143 0.065
O -2.32830 2.57176 -0.54699 -0.211 -0.197 -0.048
C -1.48520 3.61126 -0.34129 0.235 0.263 0.030
C -1.79790 4.89866 -0.76619 -0.044 -0.060 -0.010
C -0.92630 5.94486 -0.52649 -0.012 -0.031 0.008
C 0.26590 5.72636 0.14441 0.082 0.142 0.043
C 0.57520 4.45536 0.58671 -0.136 -0.071 -0.093
C -0.28480 3.39076 0.34441 -0.222 -0.144 -0.157
C 0.10590 2.04106 0.82971 -0.138 0.203 0.139
O -0.09050 1.01596 0.12711 0.095 -0.572 -0.270
O 0.65110 1.95816 1.96491 0.416 -0.392 0.213
H -3.12670 2.87756 -0.99569 0.171 0.041 0.077
H -2.73180 5.07716 -1.28609 -0.041 -0.012 -0.014
H -1.18550 6.93796 -0.86189 -0.016 0.080 -0.045
H 0.94470 6.54436 0.32851 0.062 0.073 0.005
H 1.49740 4.25596 1.11101 0.041 0.003 0.083
```
Positions in Å, forces in eV/Å.

Properties
Gap between HOMO and LUMO (spin up / spin down), eV: 8.574 / 7.362
Multiplicity: 3
Calculated total energy, hartree: -1454.787680
F_max, eV/A: 1.86

Here are the Löwdin charges for atoms 1 to 2, given in e: 1.1028, -0.0335

Entry 3:
Entry from the Open Molecules 2025 dataset: a structure of composition C15H17AsBrNO3S2V in a non-equilibrium geometry (ωB97M-V/def2-TZVPD).

Geometry as XYZ:
```
41
Properties=species:S:1:pos:R:3:forces:R:3
V 0.59419 1.43833 -0.30305 0.292 0.376 -0.496
O 0.62440 1.67562 1.57076 -0.419 0.026 1.533
N -0.13027 2.60848 2.15055 -0.193 0.253 0.033
C -0.20881 2.59193 3.49480 0.122 0.019 0.143
C -0.90057 3.54641 4.18307 -0.031 0.010 0.077
C -1.54692 4.55625 3.45567 0.029 -0.029 -0.082
C -1.50005 4.53048 2.08945 -0.065 0.074 0.096
C -0.80972 3.51818 1.38519 0.030 -0.174 -0.215
S -0.78419 3.35969 -0.30100 -0.555 0.714 0.159
H 0.32297 1.77602 3.95963 0.055 0.000 -0.054
H -0.93910 3.50769 5.26175 0.027 -0.024 -0.012
H -2.08465 5.34226 3.97018 -0.019 -0.009 -0.015
H -2.00746 5.27702 1.49531 0.019 -0.015 -0.022
C 3.61049 -0.21297 1.12532 -0.040 0.048 0.035
As 2.02130 -0.53597 0.04543 1.091 -0.794 0.091
C 2.86642 -1.12038 -1.62224 -0.052 -0.016 -0.027
C 1.55635 -2.29632 0.82032 -0.118 0.090 -0.049
S 2.39302 2.34069 -1.00720 0.749 0.231 -0.412
H 4.29030 -1.06598 1.11561 -0.029 -0.032 -0.020
H 3.30814 0.00847 2.14935 -0.010 -0.017 -0.002
H 4.08168 0.67085 0.69940 0.021 -0.005 0.007
H 2.93972 -2.20707 -1.69679 -0.019 -0.007 0.068
H 3.85941 -0.67936 -1.66703 0.010 0.028 -0.010
H 2.28593 -0.71800 -2.45019 -0.010 0.003 -0.010
H 2.32907 -3.03584 0.61066 0.034 -0.005 0.010
H 0.59993 -2.64082 0.42600 0.006 -0.012 -0.016
H 1.45484 -2.17483 1.89888 -0.028 -0.014 0.016
Br -3.56555 -5.09870 -4.05950 0.007 0.030 0.017
C -2.78408 -3.59128 -3.19462 0.015 -0.070 -0.043
C -3.60817 -2.62947 -2.63939 -0.033 0.038 0.019
C -3.03284 -1.54022 -2.00015 -0.024 -0.029 0.063
C -1.65316 -1.41000 -1.93695 0.076 0.029 -0.024
C -0.84506 -2.38354 -2.51277 -0.008 0.047 -0.072
C -1.40515 -3.48804 -3.13867 0.006 0.037 0.026
C -1.00950 -0.25556 -1.21488 -0.368 -0.299 -0.139
O -1.26637 -0.06951 -0.01313 -0.082 0.087 -0.103
O -0.16627 0.44372 -1.85632 -0.485 -0.576 -0.565
H -4.68269 -2.73419 -2.69991 0.000 0.011 -0.002
H -3.65790 -0.78317 -1.54401 -0.001 -0.017 0.019
H 0.23130 -2.26837 -2.46921 -0.002 -0.006 -0.028
H -0.78097 -4.25250 -3.58032 0.001 0.001 0.005
```
Positions in Å, forces in eV/Å.

Properties
Gap between HOMO and LUMO (spin up / spin down), eV: 4.852 / 5.747
Multiplicity: 3
Calculated total energy, hartree: -7412.549156
Total charge: -1
Relative energy (zero: lowest compared OMol25 entry of this formula, charge and spin), kJ/mol: 23.9
F_max, eV/A: 1.59

Here are the Löwdin charges for atoms 1 to 2, given in e: -0.0569, -0.3176

Entry 4:
Entry from the Open Molecules 2025 dataset: a structure of composition C15H17AuF6GeN3O5S2 in a non-equilibrium geometry (ωB97M-V/def2-TZVPD).

Geometry as XYZ:
```
50
Properties=species:S:1:pos:R:3:forces:R:3
Au 0.59553 0.15934 -0.88400 0.664 -0.872 -0.148
O -1.04266 -1.31888 -0.90057 -0.260 0.345 -0.006
C -2.15821 -1.17439 -1.53745 0.104 -0.086 0.140
C -2.90715 -2.34431 -1.84547 -0.064 -0.021 -0.015
C -4.09386 -2.30017 -2.53285 -0.001 0.063 -0.025
C -4.62442 -1.07796 -2.96921 0.050 -0.099 0.037
C -3.93450 0.07229 -2.66382 0.020 0.042 0.003
C -2.72992 0.06144 -1.94409 -0.011 0.161 -0.032
C -2.12074 1.34506 -1.60363 -0.005 -0.001 0.033
N -0.85306 1.62118 -1.33110 -0.045 0.049 0.043
C -0.75519 2.97793 -1.09121 0.082 -0.171 -0.072
C -1.97648 3.53713 -1.22014 -0.117 -0.097 -0.060
N -2.82590 2.49844 -1.54509 -0.054 0.151 0.023
H -2.49139 -3.28429 -1.50400 -0.003 0.014 -0.012
H -4.62095 -3.22401 -2.74551 0.009 0.015 0.001
H -5.54446 -1.03646 -3.53650 0.000 -0.006 0.014
H -4.32789 1.02045 -3.01772 0.016 -0.009 0.008
H 0.17893 3.43099 -0.81156 -0.018 -0.032 0.012
H -2.32360 4.54273 -1.06889 -0.006 -0.029 0.009
H -3.82725 2.54969 -1.59372 0.013 -0.007 0.018
C 3.11675 -2.24656 1.97691 -0.181 -0.132 -0.016
Ge 3.50140 -0.70678 0.84221 0.059 -0.109 0.173
C 3.38286 0.90542 1.90283 -0.156 0.179 0.013
C 5.30521 -0.87747 0.10760 0.132 -0.020 -0.148
C 2.28249 -0.71886 -0.67854 -0.520 0.583 -0.225
H 3.78590 -2.25538 2.83851 0.000 0.006 -0.023
H 3.23100 -3.18082 1.42577 0.009 0.001 0.040
H 2.08726 -2.17764 2.33239 0.049 -0.031 0.023
H 4.00437 0.81600 2.79528 0.017 0.011 -0.015
H 2.34482 1.05533 2.20046 0.091 0.011 -0.002
H 3.70205 1.77736 1.32982 0.006 -0.018 0.024
H 6.03167 -0.99806 0.91300 0.002 0.010 -0.021
H 5.56483 0.01626 -0.46285 0.032 -0.037 0.016
H 5.37142 -1.74132 -0.55673 0.036 0.017 0.034
H 2.56214 -1.42849 -1.46567 0.156 0.061 0.018
F 0.88320 1.80097 4.56641 0.085 -0.001 0.070
C 0.28291 2.72023 3.80623 0.027 -0.089 -0.064
F 1.23214 3.41298 3.16157 0.079 0.090 0.032
F -0.38321 3.55417 4.59321 -0.035 0.081 0.118
S -0.81231 1.92545 2.56632 -0.412 -0.383 -0.316
O 0.10308 1.12996 1.78748 -0.042 0.241 0.229
O -1.48572 3.02612 1.92826 0.082 -0.072 0.106
N -1.72550 0.95697 3.40439 -0.102 0.268 0.042
S -3.17515 1.36213 3.91874 0.353 -0.067 -0.001
O -3.68596 0.25726 4.67368 -0.037 0.083 0.029
O -3.29129 2.69320 4.44424 -0.047 -0.135 -0.035
C -4.23280 1.37290 2.36566 0.150 -0.015 0.114
F -4.61734 2.61218 2.06331 -0.068 0.122 -0.095
F -3.59402 0.86622 1.31176 0.020 -0.049 -0.059
F -5.32820 0.64055 2.57459 -0.157 -0.016 -0.034
```
Positions in Å, forces in eV/Å.

Properties
Gap between HOMO and LUMO (spin up / spin down), eV: 6.405 / 6.403
Calculated total energy, hartree: -4730.449278
Total charge: -1
Relative energy (zero: lowest compared OMol25 entry of this formula, charge and spin), kJ/mol: 51.5
F_max, eV/A: 1.11

Here are the Löwdin charges for atoms 1 to 2, given in e: 0.9736, -0.2038